Entry 1:
A cluster of 3 separate species, C36H67N3O5PS3 in total at a distorted geometry, computed with ωB97M-V/def2-TZVPD.

Geometry as XYZ:
```
115
Properties=species:S:1:pos:R:3:forces:R:3:mulliken_charge:R:1
C 7.229344 2.282398 1.862728 -0.5626 -0.1463 0.2772 -0.738
C 5.913157 2.975550 2.542870 0.7264 -0.6342 -0.5973 -0.484
C 4.804760 1.820356 2.673671 -0.9892 0.5598 1.2301 -0.435
C 3.744336 1.740015 1.467782 0.2445 0.0082 0.1403 -0.614
C 4.320116 2.092086 0.012376 -0.8931 -1.0088 -0.5534 -0.261
C 5.007248 0.813173 -0.743802 -0.3962 1.6227 -0.5160 -0.417
C 4.672995 1.042247 -2.325253 -0.6456 -1.5189 1.1015 0.225
C 5.171628 -0.158800 -3.264737 0.6761 1.6702 -0.6808 -0.484
C 4.682231 0.186098 -4.773029 0.3592 -1.2664 0.2722 -0.999
C 3.094444 0.129514 -4.968695 -0.5319 -0.4761 -1.0242 1.012
C 2.614910 0.623303 -6.454369 -0.1893 0.9862 1.3559 -0.853
C 1.543225 1.833873 -6.244008 0.1908 -0.6695 0.2098 -0.829
C 0.152110 1.312770 -5.573682 -0.7473 0.9710 -0.7553 -0.315
C -0.189835 2.132720 -4.204065 0.8962 -0.7671 0.4737 -1.071
C -1.190495 1.363756 -3.229293 -2.1519 -1.3030 1.8433 0.418
C -2.711079 1.180456 -3.573995 0.9041 -1.6528 2.7417 0.761
C -3.410017 1.759186 -4.900670 0.7691 1.0264 1.2184 -0.781
C -4.380211 2.987209 -4.441208 -0.4887 0.0442 -0.5040 -0.634
O -3.823468 3.644700 -3.277841 -1.3328 -0.8182 -0.2538 -0.310
C -4.848068 3.982608 -2.312938 -0.1218 1.5734 1.1910 -0.091
C -5.723487 5.282074 -2.747340 -0.0496 -0.4280 -0.0655 -0.935
C -3.593063 0.380657 -2.551568 3.0429 0.4424 1.5894 0.070
C -5.146077 0.047221 -2.742266 0.8678 -0.5766 0.7639 -0.914
C -5.312171 -1.540564 -2.972995 -0.4217 -0.6748 -0.1513 0.248
C -4.188435 -2.208365 -3.903909 -0.8613 -0.4706 -0.5711 -1.137
C -5.384675 -2.399555 -1.600653 0.5427 -0.3341 -1.0680 -1.237
C -2.931370 -0.144746 -1.233296 -0.0798 1.8646 -3.3698 -0.301
N -1.524595 0.051452 -0.945220 -1.0686 0.4258 -3.5000 0.374
P -0.947237 -0.643072 0.620012 -0.8383 1.8346 3.5552 0.046
N -1.349981 0.427092 1.745311 0.0494 -1.9846 -1.1605 -0.667
C -0.674353 0.752439 -1.879785 -2.0023 0.7013 -1.8159 -0.188
N 0.774787 0.852466 -1.489135 -1.0326 -5.1300 -2.8718 -0.219
C 1.261534 -0.303656 -1.914898 1.8866 0.8213 1.8937 0.372
S 2.164664 -1.670623 -2.103554 -2.8991 3.6773 0.4102 -0.046
H 7.113959 2.311067 0.718052 0.5045 0.1042 1.7570 0.058
H 7.247831 1.165006 2.159326 0.0178 1.8149 -0.4244 0.249
H 8.210833 2.738215 2.230558 -1.3773 -0.4560 -0.8204 0.327
H 6.188189 3.473617 3.548275 -0.5136 -1.1301 -1.4872 0.336
H 5.536754 3.839999 1.873251 0.5340 -1.4233 1.0448 0.293
H 5.247270 0.771139 2.886830 -0.4204 1.8794 -0.5042 0.345
H 4.190778 2.068367 3.626434 0.8788 -0.6047 -1.5529 0.106
H 3.307112 0.665581 1.475717 0.6637 1.6919 -0.1978 0.056
H 2.859635 2.431711 1.698159 1.3194 -0.8186 -0.3305 0.304
H 4.991181 3.015833 -0.035254 -0.8429 -1.3669 0.2953 0.339
H 3.397067 2.345585 -0.645095 1.4131 -0.2813 1.0815 0.218
H 4.520487 -0.144275 -0.348538 0.7418 1.2150 -0.6679 0.167
H 6.139326 0.790388 -0.560531 -1.6769 -0.1485 -0.2731 0.268
H 3.517747 1.061287 -2.376854 1.7585 0.1217 0.0293 -0.708
H 5.022696 2.071498 -2.675144 -0.2054 -1.5050 0.3939 0.303
H 6.329085 -0.135593 -3.266901 -1.7978 -0.1617 -0.0216 0.326
H 4.870931 -1.202157 -2.913045 0.1425 1.5061 -0.4149 0.229
H 5.163296 1.185624 -5.068718 -1.0125 -1.2987 0.3874 0.318
H 5.148038 -0.619446 -5.465649 -0.8177 1.3712 0.9287 0.337
H 2.495100 0.763580 -4.230333 1.1272 -0.8011 -0.7562 -0.764
H 2.705551 -0.955425 -4.841940 0.8957 1.7040 -0.0363 0.151
H 2.113593 -0.217805 -7.051707 0.9144 1.2552 0.7861 0.304
H 3.534072 1.046708 -6.985411 -1.3794 -0.7267 0.4341 0.376
H 1.384999 2.312283 -7.269300 -0.0944 -0.4908 1.5491 0.407
H 1.948575 2.625837 -5.506598 -0.2607 -1.1860 -1.3933 0.340
H 0.113062 0.181499 -5.425431 0.2603 1.5249 -0.0060 0.382
H -0.692209 1.573450 -6.321074 1.2737 -0.6476 1.1550 0.382
H 0.819370 2.252661 -3.650449 -1.7450 -0.1495 -0.6718 0.330
H -0.546859 3.194582 -4.447620 0.2426 -1.6391 0.4180 0.373
H -3.983176 0.953967 -5.485958 0.9761 1.2092 0.9540 0.240
H -2.585822 2.249510 -5.530813 -1.2610 -1.0745 0.7808 0.207
H -5.445765 2.638923 -4.194090 1.5483 0.2779 -0.4146 0.355
H -4.480943 3.745546 -5.308220 0.2642 -1.2782 1.2471 0.422
H -4.296905 4.282000 -1.344241 -0.6555 -0.7042 -1.6067 0.337
H -5.543965 3.108733 -2.036089 1.1113 1.0132 -0.7379 0.091
H -5.543135 6.162119 -2.021340 -0.3252 -1.4961 -1.2514 0.279
H -5.457766 5.626169 -3.820047 -0.4217 -0.6159 1.8146 0.248
H -6.826345 4.971959 -2.713585 1.5113 0.7590 -0.1214 0.298
H -5.649876 0.653102 -3.566821 1.0035 -0.8808 1.1024 0.122
H -5.666854 0.291062 -1.746212 0.6995 -0.1570 -1.5432 0.364
H -6.324348 -1.712072 -3.505462 1.5926 0.4702 0.8012 0.394
H -4.229961 -1.781385 -4.978442 0.2762 -0.5290 1.7675 0.273
H -4.467661 -3.321560 -4.011953 0.4702 1.6568 0.1742 0.404
H -3.128189 -2.174413 -3.483005 -1.4743 0.1921 -0.5235 0.198
H -5.862739 -1.829510 -0.733889 0.6607 -0.8925 -1.1695 0.300
H -5.972957 -3.365840 -1.845124 0.8844 1.6405 0.6453 0.354
H -4.302706 -2.744830 -1.371988 -1.7680 0.6010 0.0533 0.296
H -3.580879 -0.701590 -0.473623 1.3316 0.9720 -1.1129 0.521
H -1.655030 -1.887240 0.856177 0.7219 0.5242 -1.0471 0.154
H 0.477201 -0.866139 0.596778 -1.0198 -0.0086 -0.8909 0.084
H -2.008835 -0.024582 2.404956 0.3531 0.5081 -0.4853 0.250
C -1.195633 0.279262 5.627194 -0.1118 -0.0826 -0.0009 -0.504
C -0.513807 0.016158 6.970753 -0.1107 0.0961 0.1771 -0.707
C 0.770154 -0.765505 6.687577 -0.0572 -0.1911 0.4198 -0.153
S 1.286115 -0.299465 5.039630 -0.1033 0.4875 0.5020 1.205
O 1.190419 -1.460737 4.179411 0.2446 0.0765 -0.2159 -0.682
O 2.488582 0.500219 5.123304 0.0180 -0.4165 -0.3920 -0.695
C -0.096436 0.772217 4.695637 -0.3494 0.2265 -0.1176 -0.216
H -2.002389 1.010071 5.717607 0.0639 -0.0550 -0.0309 0.380
H -1.624106 -0.652712 5.242194 0.0158 0.0383 0.0356 0.237
H -0.267011 0.970779 7.447226 -0.0414 -0.0627 -0.0628 0.348
H -1.166061 -0.532150 7.654571 0.1016 0.0076 -0.0639 0.342
H 1.559010 -0.514831 7.397882 0.0661 -0.0629 -0.2303 0.386
H 0.591509 -1.842746 6.694318 0.1239 0.3050 -0.1046 -0.080
H -0.363584 0.705338 3.641203 0.2846 0.0618 0.1044 0.006
H 0.201989 1.793142 4.944959 0.0844 -0.1125 -0.0111 0.354
C -0.412655 -6.852758 6.424480 0.1179 -0.1000 0.1161 -0.590
C -1.607641 -6.888336 7.379208 -0.0924 -0.2360 -0.0406 -0.593
C -1.813766 -5.468008 7.909153 -0.2224 -0.3228 0.4524 -0.711
S -1.198031 -4.366798 6.640595 -0.2569 -0.2458 -0.2366 1.264
O -0.042492 -3.668501 7.157757 -0.3674 -0.0665 -0.0431 -0.750
O -2.310244 -3.670790 6.031398 0.3871 0.2933 0.1699 -0.755
C -0.636177 -5.642378 5.527536 0.2585 -0.3468 -0.2696 -0.734
H -0.330839 -7.773163 5.842802 0.0170 0.0995 0.0470 0.354
H 0.513096 -6.729926 6.995951 -0.0484 -0.0040 -0.0981 0.303
H -2.500339 -7.211227 6.833613 0.0823 0.0350 0.0477 0.288
H -1.450522 -7.594945 8.197074 -0.0438 0.0936 -0.0734 0.316
H -2.867646 -5.255288 8.091915 0.1615 0.1858 -0.0285 0.357
H -1.235941 -5.292448 8.818328 -0.0081 0.1101 -0.1429 0.366
H 0.267509 -5.315723 5.013046 -0.1137 0.1759 0.0611 0.390
H -1.433867 -5.829763 4.805144 0.0246 0.1031 0.0829 0.369
```
Positions in Å, forces in eV/Å.

Results
Total charge: +1
LUMO level (eV): -4.2
HOMO-LUMO gap (eV): 7.2
Spin multiplicity: 1

---

Entry 2:
A cluster of 2 separate species, C9H10NO5S in total at a distorted geometry, computed with ωB97M-V/def2-TZVPD.

Geometry as XYZ:
```
26
Properties=species:S:1:pos:R:3:forces:R:3:mulliken_charge:R:1
O 2.350085 -1.047639 -0.455940 -0.6360 0.3142 -0.7142 -0.404
C 1.285794 -0.617297 -0.819512 0.8653 -0.2088 0.6634 0.161
O 0.188911 -0.611606 0.029343 1.1288 -0.7916 -2.6168 -0.215
S 0.080444 -2.095838 0.891679 -0.5267 -0.5759 1.0900 -0.062
C 1.237620 -0.092718 -2.286537 -0.2173 1.7265 -1.4330 0.788
C 2.335311 0.833094 -2.666349 -1.9832 -0.8783 -1.9282 -0.383
C 2.363669 1.322225 -4.039711 -0.0501 -0.8211 2.1249 -0.297
N 1.401039 0.933865 -4.944997 -0.2099 -0.4759 1.2311 -0.028
C 0.348156 0.106180 -4.626635 0.1330 -0.7591 1.9153 -0.257
C 0.217277 -0.443727 -3.277948 1.7380 1.3595 -0.5010 -0.349
H 0.875995 -3.048734 0.284489 -0.1914 1.1980 -0.2262 0.192
H 3.112389 1.141596 -1.932481 -0.7540 -0.3263 -0.7561 0.412
H 3.176961 2.020544 -4.366908 -1.0764 -0.8303 0.1146 0.378
H 1.472334 1.281447 -5.909192 -0.0749 -0.1582 0.5556 0.302
H -0.398909 -0.143766 -5.424115 0.9935 0.4099 0.8245 0.383
H -0.631683 -1.121367 -3.016313 0.8756 0.7930 -0.3685 0.399
C -1.488329 -0.638254 4.600886 0.3278 -0.5147 0.1732 -0.347
C -1.457545 0.287019 3.416077 0.3554 0.0647 -0.4621 -0.052
O -2.682588 0.998523 3.533286 0.0031 -0.1581 0.2971 -0.337
C -3.054275 0.950644 4.844815 -0.5101 0.3318 0.3837 0.633
O -3.942376 1.583798 5.313432 0.2774 -0.1890 -0.1814 -0.494
O -2.271868 0.082828 5.544842 -0.1046 0.2458 -0.3848 -0.321
H -0.494514 -0.844274 4.997217 -0.1287 0.0766 0.1552 0.310
H -1.985256 -1.586628 4.379125 -0.0123 0.0507 -0.0155 0.288
H -0.629228 0.999422 3.463309 -0.0185 -0.0310 0.0336 0.239
H -1.409414 -0.249337 2.468137 -0.2037 0.1475 0.0255 0.061
```
Positions in Å, forces in eV/Å.

Results
Total charge: +1
LUMO level (eV): -5.7
HOMO-LUMO gap (eV): 6.9
Spin multiplicity: 1

---

Entry 3:
A cluster of 2 separate species, C5H12 in total at a distorted geometry, computed with ωB97M-V/def2-TZVPD.

Geometry as XYZ:
```
17
Properties=species:S:1:pos:R:3:forces:R:3:mulliken_charge:R:1
C -0.256784 3.659806 2.123994 0.9486 -1.0384 -0.7024 -0.665
C 0.472049 3.747657 1.013440 -0.2853 0.7508 -1.4251 -0.036
C 1.467669 2.766817 0.445334 -0.5689 -0.5794 1.3301 -0.914
H -0.548392 4.547467 2.656406 -0.9772 -0.0764 -0.1359 0.269
H -0.395365 2.634655 2.474552 0.2302 0.4825 0.9273 0.232
H 0.346032 4.600803 0.337596 0.5016 0.5341 0.8365 0.283
H 2.282443 2.784771 1.170329 0.3294 -0.0273 -0.2104 0.240
H 1.098943 1.737617 0.496402 0.0152 0.0030 -0.3791 0.287
H 1.865973 3.035492 -0.522305 -0.1941 -0.0507 -0.2413 0.305
C -0.717268 -3.630547 -2.029848 -0.1189 -0.7797 0.8824 -0.807
C -0.824585 -3.774713 -0.474963 0.0511 1.7322 -1.7907 -0.760
H 0.234680 -3.240266 -2.380176 -0.1363 0.3194 -0.0244 0.294
H -1.579967 -3.055094 -2.353635 0.2077 0.2507 -0.3607 0.256
H -0.837452 -4.630379 -2.444706 0.1443 -0.0071 -0.2868 0.248
H 0.148209 -3.922992 -0.023743 -0.1206 -0.9703 0.2409 0.276
H -1.115545 -2.783532 -0.114722 -0.3097 -0.2232 0.2801 0.222
H -1.640647 -4.477569 -0.373955 0.2830 -0.3202 1.0596 0.270
```
Positions in Å, forces in eV/Å.

Results
SMILES: C=CC.CC
LUMO level (eV): 1.0
HOMO-LUMO gap (eV): 10.2
Spin multiplicity: 1